Molecular formula: C29H56N2O6S
Method: DFT, ωB97M-V/def2-TZVPD

Last column: Löwdin charge in e.
Cartesian coordinates (Å):
C: -1.655 -1.250 1.633  -0.175
C: -1.581 0.274 2.195  -0.244
C: -3.063 0.731 2.574  -0.213
C: -3.253 2.277 2.163  -0.210
C: -4.323 2.429 0.970  -0.196
C: -3.811 1.548 -0.239  -0.224
C: -4.633 1.774 -1.602  -0.189
C: -3.715 1.196 -2.763  -0.218
C: -2.920 2.279 -3.603  -0.184
C: -2.208 3.417 -2.753  -0.195
C: -0.634 3.285 -2.654  -0.192
C: -0.157 2.210 -1.589  -0.174
C: 1.401 2.192 -1.312  -0.097
C: 2.300 2.040 -2.600  -0.375
C: 1.879 1.020 -3.734  -0.039
C: 1.265 -0.340 -3.189  -0.185
O: 0.182 -0.676 -4.092  -0.186
C: -0.256 -2.028 -3.879  -0.251
C: -1.499 -2.023 -2.889  -0.077
O: 2.445 3.393 -3.153  -0.181
S: 3.678 4.192 -2.332  0.799
O: 3.247 5.014 -1.155  -0.298
O: 4.520 5.099 -3.173  -0.281
O: 4.461 2.823 -1.741  -0.195
C: 3.841 1.646 -2.349  -0.255
C: 4.155 0.398 -1.429  -0.064
C: 4.741 -0.813 -2.291  -0.229
O: 5.926 -1.339 -1.626  -0.101
H: -0.655 -1.471 1.155  0.039
H: -2.485 -1.287 0.865  0.055
H: -1.807 -1.953 2.495  0.058
H: -1.124 0.881 1.360  0.085
H: -0.969 0.272 3.136  0.060
H: -3.178 0.682 3.701  0.101
H: -3.858 0.068 2.112  0.101
H: -3.666 2.833 3.065  0.098
H: -2.256 2.744 1.884  0.102
H: -4.286 3.508 0.650  0.106
H: -5.330 2.092 1.350  0.115
H: -2.737 1.852 -0.466  0.081
H: -3.769 0.440 -0.021  0.100
H: -5.644 1.268 -1.539  0.112
H: -4.724 2.892 -1.758  0.106
H: -4.417 0.678 -3.498  0.107
H: -3.060 0.358 -2.360  0.082
H: -3.592 2.719 -4.391  0.107
H: -2.095 1.718 -4.154  0.109
H: -2.604 3.558 -1.709  0.095
H: -2.410 4.397 -3.298  0.113
H: -0.120 3.077 -3.634  0.099
H: -0.247 4.301 -2.313  0.125
H: -0.663 2.486 -0.608  0.105
H: -0.591 1.213 -1.895  0.100
H: 1.691 3.081 -0.668  0.129
H: 1.603 1.285 -0.652  0.116
H: 2.773 0.727 -4.371  0.130
H: 1.135 1.479 -4.452  0.131
H: 0.821 -0.263 -2.154  0.112
H: 2.034 -1.168 -3.164  0.106
H: -0.590 -2.506 -4.848  0.123
H: 0.575 -2.678 -3.450  0.117
H: -1.401 -1.281 -2.039  0.061
H: -1.579 -3.046 -2.416  0.074
H: -2.418 -1.771 -3.505  0.079
H: 4.436 1.570 -3.316  0.156
H: 5.008 0.714 -0.746  0.139
H: 3.310 0.086 -0.759  0.117
H: 5.043 -0.465 -3.331  0.124
H: 4.012 -1.681 -2.357  0.111
H: 6.291 -1.979 -2.265  0.087
C: 1.892 -4.312 2.723  -0.124
C: 1.014 -5.530 2.982  -0.269
C: 0.266 -5.998 1.733  -0.182
C: -0.637 -4.915 1.231  -0.189
N: -1.344 -4.084 0.832  0.160
H: 1.302 -3.449 2.415  0.027
H: 2.429 -4.030 3.631  0.068
H: 2.630 -4.521 1.942  0.077
H: 0.299 -5.291 3.775  0.110
H: 1.640 -6.348 3.350  0.106
H: -0.336 -6.879 1.963  0.113
H: 0.972 -6.266 0.944  0.116
C: 0.432 -1.735 7.062  -0.110
C: 1.644 -0.867 6.737  -0.267
C: 1.398 0.083 5.562  -0.169
C: 1.080 -0.699 4.330  -0.175
N: 0.833 -1.308 3.373  0.186
H: 0.171 -2.389 6.227  0.067
H: 0.643 -2.374 7.921  0.073
H: -0.438 -1.118 7.301  0.078
H: 2.496 -1.516 6.515  0.111
H: 1.908 -0.280 7.620  0.109
H: 2.287 0.690 5.377  0.117
H: 0.567 0.757 5.781  0.120

Values from the calculation:
- F_max: 4.83 eV/A
- LUMO energy: 0.33 eV
- Calculated total energy: -2097.52653 a.u.
- Multiplicity: 1
- Kohn-Sham gap: 10.3 eV
- HOMO: -9.95 eV
- Charge: 0